[1]
Below is a molecular structure, C2H8Cl2N7O18V2, with properties calculated with ωB97M-V/def2-TZVPD.

```
39
Properties=species:S:1:pos:R:3:forces:R:3:lowdin_spin:R:1
N -19.047080 -17.107780 20.348690 -0.0572 0.0160 -0.1397 0.000
H -19.830840 -16.951680 20.966300 -0.3751 0.1952 -0.0872 0.000
H -18.192770 -17.130150 20.886980 0.8650 0.1711 0.1549 0.000
H -19.003450 -16.499850 19.543320 0.0393 0.7971 0.1552 0.000
H -19.099060 -18.025180 19.929440 -0.1321 -1.7899 -0.1706 0.000
V -15.539690 -21.839720 20.189180 1.0522 1.2280 1.0661 2.834
V -12.253120 -17.995290 19.747930 -3.5537 -0.2529 1.8049 2.150
N -12.694810 -15.315370 19.154790 -2.2571 0.1508 -1.2092 0.004
O -12.135540 -15.872300 20.075350 6.0962 0.6737 6.9012 -0.034
O -12.844680 -14.159860 18.864250 0.8504 -0.8096 0.7571 0.009
O -13.235870 -16.271910 18.619370 -3.3783 -2.9413 -5.9288 -0.042
N -14.454030 -22.752770 22.483380 0.1245 -0.4992 0.1650 0.007
O -13.806510 -22.406120 21.506700 3.0268 0.6080 -3.4338 0.001
O -13.953540 -23.348020 23.404650 -0.8660 0.2983 0.4283 0.013
O -15.644320 -22.427240 22.314230 -3.2593 -0.4901 1.4551 0.012
N -11.471050 -19.491030 21.934890 3.0784 -1.7725 0.5055 0.004
O -11.450530 -18.289270 21.720890 2.3786 8.7770 3.7086 -0.067
O -10.889510 -20.195000 22.755130 -2.0680 2.1772 -1.1801 0.014
O -11.983680 -19.829060 20.903530 -3.6132 -7.3706 -6.0215 -0.068
N -13.590580 -20.221910 17.805940 -1.2080 -5.3443 0.5559 0.005
O -13.254690 -20.737980 16.775470 0.3037 0.5797 -1.0981 0.009
O -13.237740 -19.112940 18.137290 2.2087 4.9086 1.4821 0.016
O -14.266890 -20.901750 18.623460 -0.3106 0.2120 0.1658 0.026
N -18.070820 -20.655670 19.629650 0.5943 -0.2789 3.2366 0.010
O -17.102570 -20.730080 18.935150 2.9379 3.2202 -7.4150 0.014
O -18.998550 -19.832420 19.680410 -0.1098 0.3064 -1.2917 0.011
O -17.869110 -21.457300 20.504920 -3.3554 -3.1717 5.6081 0.032
N -15.377580 -18.556690 20.948780 0.8479 -4.2877 -1.9528 0.004
O -16.409300 -17.938220 21.109660 -0.1154 1.0644 0.4389 0.006
O -15.365310 -19.817130 20.939180 -0.8773 0.8373 1.0903 0.017
O -14.283350 -18.063290 20.645180 1.0707 2.8123 0.2617 0.015
Cl -14.783320 -12.918790 23.124330 -0.2229 -0.6240 0.6610 0.000
C -15.831320 -14.314730 23.579640 -0.8861 -0.7717 -0.6088 0.000
C -15.243210 -15.680270 23.200880 0.1259 1.4253 -0.7444 0.000
Cl -13.692550 -15.822370 24.003720 0.6500 -0.5495 0.2707 0.000
H -16.704750 -14.117510 22.958100 -0.1812 -0.2682 0.1283 0.000
H -16.175660 -14.418290 24.608620 0.5075 0.9999 0.2105 0.000
H -15.081160 -15.637410 22.123840 0.1715 -0.5157 0.0368 0.000
H -15.866810 -16.532220 23.471830 -0.1030 0.2792 0.0331 0.000
```
Forces are in eV/Å.

Expectation value of S²   8.83
Total energy   -125885.452 eV
HOMO-LUMO gap (alpha / beta)   5.549 / 7.909 eV
LUMO level (alpha / beta)   -2.66 / -1.92 eV
Spin multiplicity   6

---

[2]
Below is 9 unconnected molecules or ions with the total composition C3H24O9, with properties calculated with ωB97M-V/def2-TZVPD.

```
36
Properties=species:S:1:pos:R:3:forces:R:3:mulliken_charge:R:1
C -3.024310 -0.453249 1.506571 -0.4446 4.9294 3.7298 -1.518
C -1.549616 -0.559091 1.454867 2.1254 -0.2059 -0.5286 0.555
C -1.172367 -2.074743 1.614795 2.8271 -1.0970 1.6738 -0.567
O -0.804648 -2.634286 0.361200 2.7753 -1.8878 -0.0319 -0.644
H -3.371199 0.678527 1.524956 0.6289 -2.0826 -0.5418 0.279
H -3.597777 -0.981082 0.873425 -1.5416 -1.7865 -2.8548 0.454
H -3.406743 -0.757206 2.495564 0.3919 -0.1380 -0.0562 0.365
H -0.996961 0.148580 2.151213 -1.1027 -1.3972 -0.2456 0.011
H -1.077796 -0.122876 0.482820 -0.9879 -1.3334 1.1363 -0.072
H -1.777553 -2.902730 2.026647 -1.5043 1.5165 0.1722 0.363
H -0.266769 -2.346472 2.325606 -1.1358 1.6718 -1.0165 0.328
H -0.034138 -3.273374 0.622559 -2.2571 1.4712 -1.2479 0.333
O 2.636789 1.774606 0.393873 3.1668 2.7766 0.0119 -0.705
H 3.277283 1.136424 0.121774 -0.1635 -1.0268 -0.1670 0.288
H 1.774363 1.515954 0.510480 -2.9286 -1.8084 0.3174 0.334
O -2.583158 1.178144 -2.856423 4.3677 -0.7809 0.7585 -0.567
H -3.451187 1.092408 -3.061972 -4.0435 0.3811 -0.7437 0.267
H -2.304229 2.032119 -2.543647 -0.4848 0.4258 -0.0006 0.283
O -1.016613 -1.271179 -2.988903 0.4522 0.5822 1.4943 -0.589
H -0.589344 -0.899754 -2.172414 -0.0029 -0.6132 -1.2156 0.277
H -1.812609 -0.734264 -2.960872 -0.3225 0.1432 -0.4928 0.307
O 1.019437 -2.636198 -1.619953 -0.1545 0.2190 4.6055 -0.680
H 0.242871 -2.372603 -0.984668 1.7982 -0.6905 -1.7905 0.434
H 0.638938 -2.773732 -2.435940 -1.5183 -0.4114 -2.7771 0.342
O 2.746939 2.038978 3.253258 -0.7356 1.3612 0.9229 -0.589
H 3.282159 1.302321 3.085444 1.1976 -1.9109 0.0764 0.274
H 2.789933 2.449822 2.396285 -0.2990 0.5261 -0.6883 0.331
O 2.828799 2.233718 -2.443949 1.5710 4.3641 -8.6796 -0.570
H 2.858268 2.217900 -1.604903 0.4407 0.7274 9.9626 0.327
H 2.513231 1.417188 -2.586938 -1.9949 -4.4849 -1.3877 0.363
O 1.682196 -0.214342 -1.917836 0.4563 1.0759 -0.9798 -0.652
H 2.216724 -0.741485 -1.335357 0.0255 -0.7014 0.4820 0.300
H 2.043916 -0.470133 -2.786424 -0.5924 -0.0876 0.3434 0.338
O 0.121500 1.962544 2.142460 -0.4428 2.3519 2.4426 -0.606
H 0.081326 2.147858 3.172509 0.4298 -0.7279 -3.1385 0.312
H 0.082338 2.891704 1.783907 0.0027 -1.3513 0.4545 0.293
```
Forces are in eV/Å.

Energy relative to the best compared isomer or geometry (same formula, charge and spin)   430.9 kJ/mol
Total energy   -21924.464 eV
HOMO-LUMO gap   10.404 eV
LUMO level   0.14 eV
Spin multiplicity   1